No. 1
Below is a cluster of 12 separate species, C6H36N2O11 in total at a distorted geometry, with properties calculated with ωB97M-V with the def2-TZVPD basis set.

Total energy in eV: -32308.1926
LUMO in eV: 0.054
Net charge: 0
Structure (SMILES): C/C(N)=C/CCCN.O.O.O.O.O.O.O.O.O.O.O
Highest occupied orbital energy in eV: -7.789

Atoms and positions in Å:
1 H 0.09 2.50 4.41
2 H -0.44 2.22 1.23
3 O 0.91 2.91 4.09
4 H -2.97 1.20 3.12
5 H 3.66 -1.78 0.52
6 N 0.54 -0.16 -3.42
7 H -3.55 -1.89 0.92
8 H -2.56 -0.51 0.54
9 H -0.29 1.75 -1.52
10 H -2.89 0.03 -3.79
11 O 4.45 -1.19 0.51
12 H -4.10 0.28 2.59
13 H 2.36 1.46 1.44
14 O 0.78 -1.66 2.97
15 H 0.26 -0.93 -0.17
16 H -0.40 -0.49 -3.62
17 H -2.18 0.46 -5.01
18 C -1.18 -1.61 -1.60
19 O 1.64 1.92 0.96
20 H 0.50 -2.49 3.35
21 H 1.42 -2.14 -0.10
22 H 1.38 -0.96 3.27
23 C -2.51 -1.60 0.71
24 H 1.71 2.85 1.22
25 H -0.80 -1.78 2.01
26 C 2.16 0.56 -1.77
27 O -0.81 3.09 1.40
28 H 4.12 0.76 2.81
29 H 4.77 -1.29 -0.39
30 H -2.24 2.34 -2.95
31 H -0.21 3.57 1.99
32 H -1.74 -0.85 -2.14
33 H 1.14 0.36 -4.04
34 C 0.12 -0.92 -1.25
35 H 2.39 0.50 -0.72
36 O -3.09 1.88 -2.85
37 C -2.00 -2.32 -0.52
38 C 0.94 -0.24 -2.07
39 H -0.99 -2.38 -2.36
40 H 1.43 2.15 3.82
41 O -2.13 -0.22 -4.33
42 H 2.98 0.10 -2.34
43 O 3.37 0.44 2.29
44 H -2.95 1.57 -1.95
45 O 2.20 -2.72 -0.20
46 H 2.08 1.56 -2.19
47 H 2.05 -2.99 -1.13
48 H -2.17 -1.01 2.63
49 H 3.76 -0.24 1.70
50 H -1.41 -3.21 -0.28
51 H -0.75 2.66 -0.43
52 O -3.32 0.33 3.13
53 O -0.89 2.51 -1.38
54 H -2.85 -2.71 -1.08
55 N -1.81 -1.71 1.99

=====

No. 2
Below is a cluster of 14 separate species, C6H36O14 in total at a distorted geometry, with properties calculated with ωB97M-V with the def2-TZVPD basis set.

Total energy in eV: -35471.0193
LUMO in eV: 0.057
Net charge: 0
Highest occupied orbital energy in eV: -10.205

Atoms and positions in Å:
1 H -2.86 -3.24 -3.19
2 H 0.12 0.04 -1.53
3 O 1.23 0.33 2.48
4 O 0.90 -3.08 -4.15
5 C -0.08 0.96 -4.70
6 H 1.32 1.22 2.87
7 H 1.79 3.14 2.96
8 H -0.64 1.42 -0.72
9 C -1.25 0.36 -3.92
10 O -2.67 -1.18 2.39
11 O 1.55 2.75 3.82
12 H -2.81 -0.12 -0.59
13 O -2.02 -2.78 -2.96
14 O 0.17 0.02 4.98
15 H 2.22 -2.57 -2.61
16 H -1.37 0.76 4.39
17 O -0.96 3.20 2.79
18 H -0.50 -2.06 -0.15
19 H -1.00 -0.68 -3.77
20 H -0.01 2.06 -4.70
21 H -2.17 0.44 -4.52
22 O -1.58 -4.38 2.02
23 H 0.15 -2.98 -3.56
24 C -0.84 0.50 -1.29
25 H 0.73 -2.35 -4.74
26 O 0.75 0.24 -5.21
27 H -2.49 -0.23 2.57
28 O 4.10 -0.20 1.30
29 H -1.30 2.33 2.75
30 C -1.78 -0.45 -0.69
31 O 2.34 3.49 -0.04
32 H -0.90 3.56 1.89
33 C -1.47 -1.58 -0.05
34 O -2.20 1.00 3.88
35 H 0.60 2.95 3.89
36 H 4.06 -1.14 1.09
37 H 2.42 2.56 -0.26
38 H 0.88 0.61 5.30
39 H 0.85 0.43 1.60
40 H -3.33 -1.55 2.96
41 H 3.53 0.59 -1.65
42 H -1.77 -3.46 1.82
43 H 0.46 -0.24 4.09
44 H 1.92 -1.15 -2.63
45 H -1.13 2.18 -2.75
46 O 3.58 1.29 -0.99
47 H -2.00 -2.57 -2.01
48 H -2.82 1.38 4.49
49 H 3.26 3.60 0.26
50 H -2.15 -2.21 0.50
51 C -1.41 1.13 -2.59
52 H 3.17 -0.07 1.67
53 O 2.44 -1.76 -2.15
54 H 4.09 0.77 -0.32
55 H -2.49 1.18 -2.42
56 H -0.61 -4.46 2.11

=====

No. 3
Below is a cluster of 11 separate species, C6H38BNO11 in total at a distorted geometry, with properties calculated with ωB97M-V with the def2-TZVPD basis set.

Total energy in eV: -31520.4620
LUMO in eV: -0.639
Net charge: 0
Highest occupied orbital energy in eV: -9.635

Atoms and positions in Å:
1 H -0.77 1.32 1.18
2 H -2.73 1.80 1.27
3 B -1.95 1.18 0.61
4 H -0.99 -0.56 -2.28
5 O -0.19 1.54 4.41
6 H 2.76 0.31 -0.01
7 C 1.37 1.11 -2.04
8 H -0.66 2.22 4.98
9 H 1.91 -0.82 -0.48
10 O -0.15 4.06 -0.12
11 H 3.77 -1.25 1.41
12 H 3.24 0.90 -2.29
13 O -3.41 2.56 4.34
14 C 2.41 0.15 -2.14
15 H 1.71 2.01 -1.35
16 H 3.22 -2.59 0.39
17 N 2.72 -0.31 -0.79
18 H -4.84 1.04 1.39
19 H -1.05 -2.39 0.73
20 H -0.49 3.18 -0.25
21 H -0.35 -1.99 -2.92
22 H -5.71 1.10 0.25
23 H -0.07 2.68 -4.48
24 O 5.22 -2.76 0.53
25 H 5.38 -3.12 2.57
26 C 5.34 -3.61 1.68
27 O 1.11 1.65 -3.33
28 H 0.08 3.26 -2.65
29 H -5.00 -2.40 -0.09
30 C -0.08 2.39 -3.42
31 O -5.67 1.26 1.19
32 H -4.02 3.19 3.97
33 O 0.55 -1.20 0.93
34 H -3.61 0.69 -1.27
35 C 4.04 -1.95 0.55
36 H 4.50 -4.15 1.81
37 O -4.40 0.28 -1.64
38 H -0.91 1.83 -3.28
39 H 6.29 -4.28 1.71
40 H 3.80 -1.99 -1.69
41 H 4.98 -0.59 -0.86
42 O -0.71 -1.01 -3.11
43 H -4.30 -0.68 -1.32
44 H -3.15 2.08 3.50
45 H -0.53 4.43 0.71
46 H -0.15 -0.56 0.71
47 H 0.42 0.67 -1.73
48 H -1.84 -3.62 1.25
49 H -1.97 1.40 -0.62
50 H 0.47 -1.08 1.82
51 H -3.34 -2.55 -0.12
52 H -2.28 0.09 0.72
53 O -4.19 -2.29 -0.57
54 O -1.68 -3.05 0.40
55 H -0.09 1.98 3.51
56 C 3.96 -1.19 -0.79
57 H 2.02 -0.41 -2.90

=====

Orbital gap for the records above, in order: 7.84, 10.26, 9.00 eV